17
Properties=species:S:1:pos:R:3:forces:R:3 method="wB97M-V/def2-TZVPD" gap_ev=9.361 energy_ha=-251.79415 smiles="C=CC.C=CN"
C 0.327206 1.982730 0.937602 -1.36 -0.35 -0.15
C 1.391562 2.759192 0.923692 0.20 0.00 -0.07
C 1.436568 4.242425 1.107064 0.03 0.27 -0.75
H 0.262627 0.941486 0.640160 0.80 -0.08 0.18
H -0.684351 2.318594 1.168359 0.29 0.55 0.01
H 2.359468 2.317348 0.705197 -0.02 -0.09 -0.09
H 1.839828 4.674901 0.180962 0.30 -0.11 0.17
H 0.474318 4.749518 1.171500 -0.17 -0.36 0.54
H 2.109770 4.524925 1.912189 -0.08 0.15 0.15
C -1.180178 -4.102230 -2.188661 0.29 0.64 0.33
C -0.961434 -3.197606 -1.230561 -0.33 0.05 -0.33
N -1.391547 -3.242574 0.077041 -0.26 -0.05 1.36
H -1.546757 -5.096337 -1.996034 -0.26 -0.06 0.04
H -0.954435 -3.796399 -3.194957 0.09 -0.24 -0.24
H -0.533339 -2.226729 -1.470632 0.25 -0.18 -0.21
H -2.161549 -3.795069 0.398223 -0.13 -0.53 -0.58
H -0.787760 -3.054168 0.858853 0.36 0.38 -0.37

---

17
Properties=species:S:1:pos:R:3:forces:R:3 method="wB97M-V/def2-TZVPD" gap_ev=6.174 energy_ha=-251.64013
C -2.423547 0.639290 -0.123886 0.58 -0.79 -0.08
C -1.176985 -0.091596 -0.723542 -0.42 0.73 1.24
C 0.070187 -0.213971 0.123166 0.41 -2.89 -3.12
C 1.144834 0.661450 -0.197492 3.92 3.09 -1.18
N 2.454267 0.709874 -0.047017 -1.28 0.30 3.13
C 0.314751 -1.422686 0.967644 1.43 1.07 1.10
H -2.335984 1.696657 0.079842 0.39 0.38 -0.42
H -2.644862 0.216769 0.848441 -0.43 -0.39 0.11
H -3.231615 0.455018 -0.841093 -0.06 0.19 0.44
H -0.829188 0.453264 -1.595245 -0.50 -0.37 -0.42
H -1.492140 -1.131604 -0.883971 0.05 0.41 -0.60
H 0.957786 1.637497 -0.667399 -1.45 -0.73 -0.94
H 1.237999 -0.785784 -1.536143 -2.00 0.46 1.58
H 2.681043 0.243045 0.849048 0.57 -0.82 -0.87
H 0.499051 -2.333543 0.407662 -0.32 0.04 -0.13
H 1.274534 -1.161271 1.469005 -0.53 -0.68 0.07
H -0.427673 -1.591967 1.736332 -0.35 0.00 0.08

---

17
Properties=species:S:1:pos:R:3:forces:R:3 method="wB97M-V/def2-TZVPD" gap_ev=8.561 energy_ha=-251.65524
C 2.114350 0.431176 0.501276 -0.01 -0.03 -0.03
C 0.649961 0.283122 0.860658 0.02 -0.26 0.00
N -0.259050 1.080969 0.147697 -0.16 -0.03 0.11
C -0.503300 1.024388 -1.295518 0.12 -0.07 -0.25
C -1.457464 0.638848 -0.243332 0.01 -0.05 0.11
C -1.195270 -1.578054 0.039496 -0.34 -0.02 -0.16
H 2.683736 -0.389439 0.950793 -0.12 0.09 -0.05
H 2.265845 0.378876 -0.582923 -0.06 0.01 0.15
H 2.564398 1.367346 0.857776 -0.14 -0.13 -0.02
H -0.120258 -0.848335 0.468569 0.78 0.44 0.21
H 0.456486 0.333195 1.939734 0.00 0.00 -0.22
H -0.486012 1.992936 -1.797936 -0.07 -0.20 0.12
H -0.066126 0.200272 -1.870487 -0.03 0.10 0.17
H -2.478094 0.822496 0.072070 0.23 -0.04 -0.04
H -1.604639 -1.607357 -0.969493 -0.13 -0.15 0.06
H -1.993470 -1.644415 0.779663 0.00 -0.05 -0.13
H -0.571093 -2.486023 0.141955 -0.10 0.37 -0.02

---

17
Properties=species:S:1:pos:R:3:forces:R:3 method="wB97M-V/def2-TZVPD" gap_ev=9.535 energy_ha=-251.80505 smiles=C[C@@H]1CCCN1
C 0.172855 -0.761705 1.997642 5.68 1.16 1.14
C 0.664600 -0.128836 0.640202 1.07 -1.52 -0.20
C 0.026389 1.284073 0.236686 1.52 -1.16 5.06
C -0.363003 1.162938 -1.150908 -0.11 -0.37 -2.91
C -0.626619 -0.346879 -1.481132 1.07 -0.18 0.56
N 0.086211 -1.116832 -0.416061 0.00 2.12 0.45
H 0.276345 -0.215616 2.995623 0.36 0.06 -1.50
H 0.844256 -1.662944 2.134427 -1.10 0.66 -0.09
H -0.783336 -1.010081 1.974992 -4.31 -1.39 -0.60
H 1.864770 -0.157800 0.693813 -2.56 0.29 -0.51
H -0.775915 1.305256 1.089465 0.77 0.68 -2.09
H 0.789710 2.110827 0.463493 -1.25 -1.11 -0.36
H -1.188191 1.814368 -1.390082 -0.58 0.01 -0.20
H 0.449041 1.525397 -1.814110 -0.19 -0.26 0.41
H -0.321931 -0.693579 -2.493365 0.13 0.61 0.52
H -1.664126 -0.593633 -1.422209 -0.95 0.07 0.14
H 0.660566 -1.861919 -0.774563 0.45 0.33 0.19

---

17
Properties=species:S:1:pos:R:3:forces:R:3 method="wB97M-V/def2-TZVPD" gap_ev=10.407 energy_ha=-251.77343 smiles=CCCN1CC1
C 2.474473 0.353668 -0.033060 0.06 0.04 0.00
C 1.175477 -0.446403 -0.092560 -0.07 0.06 0.04
C 0.004234 0.354368 0.495813 0.26 0.43 0.18
N -1.187023 -0.432195 0.553697 0.33 0.41 0.30
C -2.487586 0.100861 0.321019 -0.14 0.24 0.43
C -1.848030 -0.628453 -0.792225 1.16 0.15 0.70
H 2.382738 1.296892 -0.584671 0.02 -0.13 0.08
H 3.311741 -0.204198 -0.464704 -0.13 0.07 0.06
H 2.734823 0.599058 1.003222 -0.03 -0.03 -0.15
H 0.958096 -0.722580 -1.135084 -0.04 0.10 0.22
H 1.289546 -1.389309 0.458858 -0.10 0.20 -0.03
H -0.164045 1.257151 -0.113912 0.16 0.16 0.09
H 0.243220 0.645948 1.519928 0.22 0.24 0.02
H -3.323561 -0.318450 0.870942 0.14 0.05 0.12
H -2.495252 1.185014 0.221034 -0.30 -0.04 -0.28
H -1.579801 -1.645901 -0.605212 -1.60 -1.35 -2.06
H -1.489057 -0.005478 -1.623082 0.07 -0.60 0.29

---

17
Properties=species:S:1:pos:R:3:forces:R:3 method="wB97M-V/def2-TZVPD" gap_ev=5.974 energy_ha=-251.65736
C 0.464722 -2.308098 1.187687 0.53 0.85 1.47
C -0.730743 -1.379240 0.964034 -0.92 0.46 -0.06
C -0.681130 0.052655 0.258530 0.27 -2.23 0.13
C -1.966501 0.468305 -0.247663 0.91 0.27 1.21
C 1.932243 2.454579 -1.995859 2.44 0.16 -0.12
N 0.499016 0.530413 0.161638 -2.29 0.67 -0.27
H 1.171505 -2.552376 0.397846 -0.57 -0.02 -0.44
H 0.068060 -3.209208 1.687558 0.37 0.22 -0.40
H 1.105093 -1.780422 1.957233 -0.52 -0.69 -0.70
H -1.009562 -1.065394 1.971320 -0.07 0.15 0.14
H -1.696825 -1.819236 0.619257 0.87 -0.10 -0.28
H -2.692581 -0.283052 -0.547983 0.51 -0.13 -0.02
H -2.352549 1.472956 -0.261331 0.81 0.43 -0.62
H 1.018153 2.874675 -2.308208 -0.98 0.76 -0.45
H 1.716072 1.759992 -1.208409 0.08 -0.39 0.31
H 2.416957 1.922503 -2.855492 -0.40 0.49 0.78
H 2.651019 3.237464 -1.583626 -1.03 -0.91 -0.67